Density functional theory data (wB97M-V/def2-TZVPD) for C7H9NO as an isolated structure in a non-equilibrium geometry.

```
18
Properties=species:S:1:pos:R:3:forces:R:3
C 1.2747 -1.2857 -0.2567 0.063 -4.029 1.263
C 0.6727 0.0267 0.2915 0.208 -0.089 1.827
C 0.9533 0.7920 1.4981 -2.194 -0.964 -0.223
C -0.1436 1.6483 1.7346 -3.254 2.665 -1.990
C -1.0449 1.5278 0.6169 -2.254 -0.556 2.121
C -1.2974 -0.0054 -1.3055 -5.220 1.614 5.566
C -1.1548 -0.7927 -2.3056 6.287 -1.033 -4.079
H 0.3821 -2.0896 -0.6390 2.469 2.649 0.895
H 1.6488 -2.0708 0.8423 -0.651 2.649 -3.393
H 2.1825 -1.3245 -1.1165 -2.543 0.455 2.629
H 2.4800 0.0618 2.1340 1.097 -0.605 0.414
H -0.5302 2.4732 2.4309 1.759 -1.650 -0.394
H -2.2413 1.8112 0.4356 3.800 -0.364 0.688
H -2.5366 0.0222 -1.1274 3.213 1.103 -0.162
H -1.8701 -0.6643 -3.1235 0.087 -0.919 0.468
H 0.0839 -1.0772 -2.6346 -4.014 0.575 0.717
N -0.6265 0.4376 -0.0516 0.944 -1.703 -4.778
O 1.7676 0.5094 2.5765 0.203 0.200 -1.569
```
Forces are in eV/Å.

Summary:
ΔE to the lowest compared entry with this formula, charge and spin (kJ/mol): 639.2
Maximum force (Eh/bohr): 0.15168
Charge: 0
HOMO-LUMO gap (eV): 8.70
E (a.u.): -401.8976
HOMO (eV): -7.9384
LUMO level (eV): 0.758

---

Density functional theory data (wB97M-V/def2-TZVPD) for one molecule with the formula C7H9NO2 in a non-equilibrium geometry.

```
19
Properties=species:S:1:pos:R:3:forces:R:3
C -1.9462 -2.0962 1.4571 2.793 -3.394 -5.635
C -1.1607 -1.0964 0.6297 -0.609 4.144 9.670
C 0.2323 -0.8045 1.1832 2.260 -4.289 2.136
C 0.7178 0.7023 -0.6428 16.847 -1.639 6.625
C 1.5779 1.9082 -0.7595 -5.915 3.150 -3.388
C 1.1306 3.0471 -1.3844 -4.530 -4.768 -0.966
C 1.2883 -0.3186 -1.4996 2.656 -7.669 -4.913
H -2.0823 -1.9272 2.4048 -0.884 1.939 5.134
H -1.2583 -3.0789 1.5497 -2.098 1.639 -0.902
H -2.8788 -2.0977 0.8800 -0.065 -1.211 0.594
H -1.8293 -0.1288 0.6836 1.497 -0.946 0.418
H -1.2551 -1.1891 -0.2905 0.041 -1.920 -8.587
H -0.0778 0.7660 -0.9215 -16.741 2.111 -4.855
H 2.3876 1.8924 -0.1965 4.003 -0.072 2.061
H 1.7650 3.7775 -1.5546 2.935 3.773 -0.329
H 0.0400 3.2410 -2.0706 3.343 -1.188 2.442
N 1.6300 -1.2699 -2.2021 -2.142 6.412 4.564
O 0.8361 -1.6424 1.9484 -2.852 4.153 -3.060
O 0.8829 0.3151 0.7857 -0.540 -0.223 -1.008
```
Forces are in eV/Å.

Summary:
ΔE to the lowest compared entry with this formula, charge and spin (kJ/mol): 693.0
Maximum force (Eh/bohr): 0.35348
Structure (SMILES): C=C[C@@H](C#N)OC(=O)CC
Charge: 0
HOMO-LUMO gap (eV): 10.91
E (a.u.): -477.1279
HOMO (eV): -10.5714
LUMO level (eV): 0.340

---

- Look up the charge of the second one.
  0

---

- Which value of charge does entry 2 give?
  0

---

- The lowest HOMO-LUMO gap belongs to which entry?
  C7H9NO

---

- Look up the HOMO of the first one.
  -7.9384 eV